ORCA calculation (ωB97M-V/def2-TZVPD) on a single C23H23NO7S molecule in a non-equilibrium geometry.

Cartesian coordinates (Å):
C  -3.98937  -2.50895  2.10702
O  -3.20118  -1.90758  1.10097
C  -3.67367  -0.80641  0.47441
C  -4.96607  -0.30049  0.59720
C  -5.34641  0.81234  -0.13499
C  -4.46283  1.43585  -0.99920
C  -3.17257  0.94479  -1.11515
C  -2.78530  -0.15542  -0.38203
S  -1.07786  -0.71358  -0.45883
O  -0.39995  0.09520  -1.43493
O  -0.54507  -0.75462  0.87139
C  -1.16068  -2.44522  -1.11824
C  0.24472  -2.78602  -1.41686
C  0.90737  -3.29875  -2.49875
C  2.28612  -3.20475  -2.20014
C  2.37250  -2.63245  -0.95726
C  3.50554  -2.04163  -0.21218
O  4.65542  -2.09575  -0.60349
N  3.10318  -1.41064  0.91984
C  3.82442  -0.26401  1.45368
C  3.76987  -0.26509  2.97724
C  3.19095  0.96138  0.82623
C  3.88243  1.72214  -0.10771
C  3.23117  2.70024  -0.83395
C  1.87759  2.93485  -0.63904
C  1.19178  2.22671  0.35152
C  1.85337  1.24159  1.06766
O  -0.12840  2.45551  0.64307
C  -0.67436  3.56888  -0.02465
C  -0.15838  3.62462  -1.46213
O  1.23421  3.83875  -1.45223
O  1.12759  -2.39549  -0.48417
H  -3.36831  -3.29478  2.53293
H  -4.89986  -2.95069  1.68968
H  -4.25217  -1.79267  2.88951
H  -5.67914  -0.76699  1.25795
H  -6.35136  1.19178  -0.02625
H  -4.77195  2.29721  -1.56978
H  -2.44376  1.40058  -1.76563
H  -1.59278  -3.04033  -0.31827
H  -1.78465  -2.44955  -2.00543
H  0.46749  -3.68890  -3.39382
H  3.10752  -3.50159  -2.81840
H  2.10373  -1.37061  1.07911
H  4.86062  -0.36215  1.11514
H  4.29818  0.60237  3.36380
H  4.23726  -1.16630  3.36581
H  2.74016  -0.22877  3.32214
H  4.92611  1.52239  -0.29649
H  3.74610  3.27378  -1.58816
H  1.26856  0.68031  1.77837
H  -1.75985  3.45143  0.01076
H  -0.38687  4.49525  0.49458
H  -0.60028  4.45383  -2.01662
H  -0.38087  2.66836  -1.95526

Calculated values
frontier orbital gap = 8.22 eV
HOMO = -7.88 eV
SMILES = COc1ccccc1S(=O)(=O)Cc1ccc(C(=O)N[C@H](C)c2ccc3c(c2)OCCO3)o1
multiplicity = 1